No. 1
Molecular formula: C10H19GaNOSi
Method: DFT, wB97M-V/def2-TZVPD

```
! RIJCOSX wB97M-V def2-TZVPD def2/J DEFGRID3
* xyz -1 1
C -0.855 1.042 -3.336
C 0.538 0.851 -3.595
C 1.285 1.601 -2.636
C 0.355 2.270 -1.765
C -0.982 1.930 -2.209
Ga -0.213 -0.033 -0.838
N -1.615 -1.147 -1.133
C -0.182 -2.362 -1.395
C 0.953 -1.943 -2.190
H 2.386 1.718 -2.609
H 0.964 0.259 -4.426
H 0.606 3.003 -0.967
H -1.922 2.371 -1.819
H -1.696 0.655 -3.949
H 0.871 -1.912 -3.281
H -0.868 -2.979 -1.948
H -2.375 -1.029 -0.410
H 1.969 -1.817 -1.785
H 0.104 -2.779 -0.428
C 1.548 -0.898 3.067
Si 0.095 0.046 2.345
C -1.485 -0.859 2.957
C 0.000 1.783 3.053
O 0.386 0.173 0.830
H 1.568 -0.917 4.160
H 2.471 -0.427 2.720
H 1.575 -1.930 2.712
H -1.509 -0.871 4.053
H -2.410 -0.375 2.633
H -1.536 -1.902 2.633
H 0.869 2.350 2.712
H -0.884 2.319 2.698
H -0.012 1.811 4.147
*
```

Kohn-Sham gap: 6.55 eV
HOMO: -3.3 eV

---

No. 2
Molecular formula: C5H8O
Method: DFT, wB97M-V/def2-TZVPD

```
! RIJCOSX wB97M-V def2-TZVPD def2/J DEFGRID3
* xyz 0 1
O 2.225 0.299 0.421
C 1.136 0.162 -0.078
C 0.131 1.270 -0.265
C -1.177 0.485 -0.090
C -0.567 -0.783 0.533
C 0.595 -1.181 -0.361
H 0.295 2.017 0.515
H 0.303 1.751 -1.228
H -1.884 0.984 0.576
H -1.683 0.300 -1.050
H -1.196 -1.599 0.863
H 0.171 -0.400 1.522
H 1.243 -1.952 0.060
H 0.407 -1.352 -1.419
*
```

ΔE to the lowest compared entry with this formula, charge and spin: 134.6 kJ/mol
Kohn-Sham gap: 10.25 eV
HOMO: -9.2 eV

---

No. 3
Molecular formula: C4H7NO2S
Method: DFT, wB97M-V/def2-TZVPD

```
! RIJCOSX wB97M-V def2-TZVPD def2/J DEFGRID3
* xyz 0 1
C 1.760 -1.001 -0.109
S 0.045 -1.527 0.137
C -0.734 0.007 0.608
C -0.379 1.262 -0.136
C -0.540 1.078 -1.634
O 0.373 1.140 -2.413
N -1.621 0.088 1.523
O -1.929 -1.036 2.228
H 2.342 -1.895 -0.349
H 1.812 -0.260 -0.909
H 2.164 -0.568 0.794
H -1.071 2.061 0.227
H 0.647 1.560 0.042
H -1.591 0.855 -2.017
H -1.279 -1.763 2.009
*
```

ΔE to the lowest compared entry with this formula, charge and spin: 298.4 kJ/mol
Kohn-Sham gap: 9.88 eV
SMILES: CS/C(CC=O)=N\O
HOMO: -9.3 eV

---

No. 4
Molecular formula: C19H21F3N2O7PS3
Method: DFT, wB97M-V/def2-TZVPD

```
! RIJCOSX wB97M-V def2-TZVPD def2/J DEFGRID3
* xyz -1 1
C -2.044 -2.989 4.071
C -1.312 -2.092 3.094
O -1.661 -0.728 3.437
P -1.458 0.433 2.358
C 0.234 0.897 2.678
C 0.951 1.808 1.943
N 1.665 2.612 1.448
O -1.838 0.086 0.970
O -2.387 1.547 3.108
C -3.697 1.145 3.632
C -4.484 2.366 4.064
H -1.616 -3.992 4.042
H -1.983 -2.591 5.090
H -3.106 -3.050 3.802
H -0.221 -2.196 3.169
H -1.621 -2.292 2.056
H 0.536 0.765 3.730
H -4.221 0.610 2.818
H -3.584 0.494 4.517
H -5.541 2.083 4.099
H -4.194 2.669 5.078
H -4.359 3.224 3.395
F 3.385 1.798 -1.027
C 4.360 0.869 -1.174
F 4.219 0.269 -2.373
F 5.557 1.506 -1.143
S 4.137 -0.439 0.155
N 5.786 -1.033 0.158
S 6.530 -2.142 -1.095
C 8.050 -1.424 -1.812
C 8.072 -1.382 -3.205
C 9.241 -0.995 -3.870
C 10.365 -0.584 -3.148
C 10.334 -0.596 -1.754
C 9.167 -1.004 -1.083
O 6.844 -3.357 -0.392
O 5.547 -2.125 -2.141
S 6.428 -1.038 1.738
C 6.269 0.716 2.080
C 7.417 1.497 2.089
C 7.291 2.889 2.089
C 6.016 3.473 2.161
C 4.870 2.669 2.189
C 5.015 1.286 2.291
O 5.567 -1.799 2.595
O 7.827 -1.368 1.613
H 7.176 -1.652 -3.759
H 9.253 -1.032 -4.958
H 11.267 -0.261 -3.677
H 11.212 -0.317 -1.171
H 9.124 -0.986 -0.005
H 8.384 1.001 2.051
H 8.187 3.511 2.014
H 5.911 4.561 2.225
H 3.868 3.105 2.120
H 4.164 0.657 2.534
*
```

ΔE to the lowest compared entry with this formula, charge and spin: 16.0 kJ/mol
Kohn-Sham gap: 5.46 eV
HOMO: -3.6 eV